{
  "formula": "C18H51Li2O13",
  "method": "ωB97M-V with the def2-TZVPD basis set",
  "species": ["Li", "Li", "C", "C", "O", "H", "H", "H", "H", "H", "C", "C", "C", "O", "H", "H", "H", "H", "H", "H", "H", "H", "C", "C", "C", "O", "H", "H", "H", "H", "H", "H", "H", "H", "C", "C", "O", "O", "H", "H", "H", "H", "H", "H", "C", "C", "O", "O", "H", "H", "H", "H", "H", "H", "C", "C", "O", "O", "H", "H", "H", "H", "H", "H", "C", "C", "O", "O", "H", "H", "H", "H", "H", "H", "C", "C", "O", "O", "H", "H", "H", "H", "H", "H"],
  "coordinates": [[-4.071, 0.767, 1.237], [-2.796, -0.072, 3.442], [-0.734, 0.082, -0.488], [-0.706, 0.162, 1.069], [-1.930, 0.622, 1.734], [-1.638, -0.470, -0.745], [0.155, -0.410, -0.884], [-0.860, 1.108, -0.834], [-0.052, 1.002, 1.302], [-0.295, -0.741, 1.520], [4.253, -2.777, -2.166], [2.964, -2.345, -1.538], [3.100, -2.507, 0.009], [2.657, -0.957, -1.683], [4.169, -3.864, -2.175], [5.182, -2.498, -1.667], [4.398, -2.470, -3.202], [2.156, -3.006, -1.854], [3.977, -1.964, 0.360], [3.322, -3.512, 0.367], [2.228, -2.056, 0.483], [2.916, -0.447, -0.912], [-6.668, -0.414, -0.695], [-5.301, -1.086, -0.590], [-4.339, -0.513, -1.643], [-4.632, -1.027, 0.578], [-7.379, -0.789, 0.042], [-7.037, -0.794, -1.647], [-6.504, 0.663, -0.673], [-5.334, -2.161, -0.769], [-4.865, -0.341, -2.582], [-3.561, -1.226, -1.916], [-3.952, 0.466, -1.358], [-4.019, -1.765, 0.559], [-1.075, -0.545, -4.375], [-1.820, 0.799, -4.156], [-1.097, 1.863, -4.705], [-1.211, -1.098, -5.643], [-1.483, -1.400, -3.836], [0.006, -0.457, -4.272], [-2.237, 1.003, -3.170], [-2.714, 0.717, -4.775], [-0.907, 1.717, -5.635], [-1.049, -0.459, -6.341], [0.706, 5.078, 5.148], [1.340, 3.859, 4.459], [0.653, 3.317, 3.277], [-0.602, 4.813, 5.675], [0.759, 5.880, 4.411], [1.351, 5.402, 5.965], [1.495, 3.040, 5.161], [2.306, 4.286, 4.190], [1.047, 2.442, 3.249], [-0.576, 4.707, 6.629], [1.576, 2.512, -2.092], [2.768, 2.250, -1.133], [2.436, 1.391, -0.029], [0.509, 3.296, -1.374], [1.138, 1.567, -2.415], [1.987, 3.227, -2.804], [3.060, 3.259, -0.840], [3.619, 1.923, -1.731], [1.585, 1.583, 0.373], [-0.312, 3.163, -1.854], [4.416, -0.196, 2.997], [3.262, 0.284, 3.964], [2.118, 0.629, 3.164], [4.617, 0.651, 1.934], [4.069, -1.155, 2.613], [5.325, -0.506, 3.512], [3.575, 1.215, 4.435], [3.075, -0.392, 4.799], [1.380, 0.019, 3.244], [3.823, 1.114, 1.657], [-1.665, -3.629, 0.595], [-0.473, -3.458, -0.459], [-0.866, -4.004, -1.698], [-2.770, -2.795, 0.217], [-1.460, -3.288, 1.610], [-1.958, -4.677, 0.536], [0.448, -3.949, -0.145], [-0.313, -2.391, -0.613], [-1.749, -4.379, -1.668], [-2.918, -2.887, -0.727]],
  "lowdin_charge": [0.756, 0.819, -0.075, -0.375, -0.529, 0.040, 0.063, 0.063, 0.072, 0.084, -0.063, -0.456, -0.065, -0.065, 0.084, 0.085, 0.082, 0.123, 0.072, 0.083, 0.065, 0.042, -0.014, -0.539, -0.044, -0.126, 0.088, 0.096, 0.088, 0.147, 0.092, 0.070, 0.082, 0.035, -0.248, -0.238, -0.056, -0.062, 0.112, 0.121, 0.095, 0.114, 0.088, 0.083, -0.230, -0.219, -0.075, -0.070, 0.119, 0.118, 0.110, 0.112, 0.018, 0.077, -0.161, -0.196, -0.083, -0.099, 0.101, 0.118, 0.118, 0.127, 0.061, 0.054, -0.258, -0.178, -0.093, -0.043, 0.089, 0.122, 0.111, 0.117, 0.079, 0.054, -0.136, -0.202, -0.051, -0.102, 0.120, 0.122, 0.117, 0.082, 0.079, 0.077],
  "homo_ev": -11.575,
  "charge": 1,
  "relative_energy_kj_mol": 0.0
}



{
  "formula": "C18H51O11V",
  "method": "ωB97M-V with the def2-TZVPD basis set",
  "species": ["O", "V", "C", "C", "O", "O", "H", "H", "H", "C", "C", "O", "H", "H", "H", "H", "H", "H", "C", "C", "O", "H", "H", "H", "H", "H", "H", "C", "C", "O", "H", "H", "H", "H", "H", "H", "C", "C", "O", "H", "H", "H", "H", "H", "H", "C", "C", "O", "H", "H", "H", "H", "H", "H", "C", "C", "O", "H", "H", "H", "H", "H", "H", "C", "C", "O", "H", "H", "H", "H", "H", "H", "C", "C", "O", "H", "H", "H", "H", "H", "H"],
  "coordinates": [[14.387, 7.084, 9.403], [13.883, 8.358, 8.688], [10.639, 9.252, 10.540], [11.889, 8.962, 9.840], [11.872, 8.196, 8.814], [12.990, 9.496, 10.135], [10.822, 9.508, 11.562], [9.903, 8.426, 10.623], [10.177, 10.142, 10.027], [9.315, 10.064, 7.152], [8.706, 11.212, 7.835], [9.627, 11.976, 8.600], [10.004, 9.507, 7.810], [9.936, 10.362, 6.304], [8.545, 9.337, 6.764], [7.875, 10.772, 8.420], [8.207, 11.793, 7.008], [9.083, 12.688, 8.943], [10.304, 5.429, 7.136], [11.726, 5.466, 6.700], [12.048, 6.493, 5.656], [10.248, 4.904, 8.110], [9.640, 4.813, 6.524], [9.912, 6.411, 7.351], [12.076, 4.476, 6.352], [12.373, 5.828, 7.507], [11.483, 6.603, 4.860], [15.817, 13.102, 12.111], [16.132, 12.439, 10.758], [15.542, 11.103, 10.685], [16.300, 12.581, 12.854], [14.720, 13.124, 12.312], [16.157, 14.133, 12.085], [17.237, 12.362, 10.541], [15.677, 13.045, 9.967], [15.212, 10.754, 11.492], [14.106, 12.401, 6.329], [14.765, 11.408, 7.234], [13.728, 10.632, 7.940], [14.967, 12.901, 5.798], [13.504, 13.183, 6.749], [13.438, 11.731, 5.686], [15.370, 11.823, 8.020], [15.337, 10.744, 6.619], [13.448, 11.062, 8.760], [18.277, 9.159, 9.885], [17.201, 8.362, 9.162], [16.072, 9.257, 8.717], [18.149, 9.266, 10.971], [18.512, 10.183, 9.532], [19.223, 8.669, 9.655], [16.829, 7.605, 9.876], [17.487, 7.816, 8.237], [16.010, 9.978, 9.372], [11.371, 4.627, 12.149], [10.352, 4.821, 13.240], [10.300, 6.170, 13.644], [12.380, 4.987, 12.486], [11.080, 5.057, 11.223], [11.322, 3.584, 11.871], [10.560, 4.086, 14.116], [9.314, 4.559, 12.850], [9.467, 6.290, 14.083], [15.003, 8.569, 4.486], [15.207, 8.008, 5.895], [14.007, 8.101, 6.648], [13.968, 8.275, 4.128], [15.668, 8.113, 3.779], [15.217, 9.631, 4.472], [15.940, 8.576, 6.479], [15.471, 6.933, 5.865], [13.316, 7.502, 6.190], [14.606, 9.103, 13.316], [13.591, 8.078, 13.746], [12.255, 8.602, 13.657], [15.698, 8.795, 13.346], [14.491, 10.051, 13.883], [14.318, 9.389, 12.304], [13.844, 7.804, 14.819], [13.729, 7.197, 13.109], [11.724, 7.824, 13.795]],
  "lowdin_charge": [-0.245, 1.035, 0.045, -0.617, -0.056, -0.051, 0.075, 0.117, 0.100, -0.109, -0.361, -0.066, 0.050, 0.078, 0.104, 0.118, 0.129, 0.088, -0.081, -0.227, -0.128, 0.088, 0.083, 0.068, 0.126, 0.095, 0.121, -0.061, -0.236, -0.112, 0.043, 0.102, 0.082, 0.127, 0.102, 0.029, -0.064, -0.254, -0.135, 0.104, 0.068, 0.111, 0.095, 0.087, 0.093, -0.076, -0.200, -0.177, 0.083, 0.085, 0.079, 0.107, 0.125, 0.041, -0.089, -0.335, -0.082, 0.093, 0.048, 0.073, 0.139, 0.129, 0.083, -0.036, -0.255, -0.186, 0.105, 0.072, 0.068, 0.097, 0.139, 0.095, -0.098, -0.312, -0.069, 0.108, 0.090, 0.031, 0.131, 0.104, 0.033],
  "spin_multiplicity": 2,
  "homo_ev": [-12.145, -12.145],
  "charge": 1
}



{
  "formula": "C18H52AlF3O9P",
  "method": "ωB97M-V with the def2-TZVPD basis set",
  "species": ["C", "C", "Al", "C", "O", "C", "F", "F", "F", "P", "O", "H", "H", "H", "H", "H", "H", "H", "H", "H", "H", "C", "C", "O", "H", "H", "H", "H", "H", "H", "C", "C", "O", "H", "H", "H", "H", "H", "H", "C", "C", "O", "H", "H", "H", "H", "H", "H", "C", "C", "O", "H", "H", "H", "H", "H", "H", "C", "C", "O", "H", "H", "H", "H", "H", "H", "C", "C", "O", "H", "H", "H", "H", "H", "H", "C", "C", "O", "H", "H", "H", "H", "H", "H"],
  "coordinates": [[5.791, 3.536, -0.297], [6.134, 2.104, -0.767], [5.331, 0.580, 0.269], [3.676, 1.081, 1.355], [2.777, 2.146, 0.847], [2.041, 1.912, -0.214], [2.235, 2.842, -1.184], [0.703, 1.995, 0.098], [2.213, 0.708, -0.781], [6.879, -0.352, 1.868], [7.581, -1.625, 1.449], [6.516, 3.898, 0.444], [5.811, 4.260, -1.128], [4.795, 3.612, 0.154], [5.890, 1.971, -1.831], [7.229, 1.983, -0.711], [4.974, -0.644, -0.725], [3.097, 0.181, 1.590], [4.014, 1.474, 2.320], [7.824, 0.649, 2.260], [6.261, -0.523, 3.147], [-3.237, 1.490, 1.432], [-2.497, 0.879, 2.605], [-1.206, 0.406, 2.234], [-3.328, 0.762, 0.626], [-4.234, 1.816, 1.732], [-2.697, 2.355, 1.039], [-3.037, 0.009, 2.982], [-2.412, 1.604, 3.417], [-0.699, 1.153, 1.897], [-3.140, -1.577, -1.207], [-4.646, -1.707, -1.326], [-5.084, -3.062, -1.230], [-2.634, -2.164, -1.976], [-2.826, -0.538, -1.300], [-2.801, -1.944, -0.236], [-4.997, -1.350, -2.294], [-5.135, -1.105, -0.553], [-4.788, -3.401, -0.379], [3.277, 5.456, 4.555], [4.349, 4.884, 3.642], [4.288, 3.471, 3.555], [3.365, 5.029, 5.555], [3.360, 6.542, 4.627], [2.282, 5.215, 4.174], [5.341, 5.116, 4.029], [4.268, 5.325, 2.642], [3.430, 3.229, 3.188], [-4.483, -4.709, -4.260], [-3.234, -4.304, -5.017], [-3.426, -3.097, -5.757], [-5.315, -4.834, -4.955], [-4.329, -5.648, -3.726], [-4.764, -3.952, -3.527], [-2.969, -5.061, -5.756], [-2.386, -4.191, -4.335], [-3.638, -2.396, -5.132], [-3.150, -3.806, -9.249], [-1.717, -4.125, -8.874], [-1.092, -3.030, -8.221], [-3.190, -2.934, -9.903], [-3.634, -4.645, -9.752], [-3.716, -3.569, -8.346], [-1.116, -4.339, -9.758], [-1.685, -5.011, -8.227], [-1.604, -2.833, -7.426], [-4.912, 3.530, 6.392], [-3.727, 3.469, 5.447], [-4.125, 3.339, 4.085], [-5.531, 2.639, 6.281], [-4.581, 3.599, 7.429], [-5.536, 4.401, 6.176], [-3.115, 2.593, 5.658], [-3.095, 4.355, 5.569], [-4.655, 4.109, 3.856], [2.041, -3.915, 1.562], [2.280, -3.078, 2.806], [2.034, -1.699, 2.575], [2.670, -3.559, 0.746], [2.267, -4.967, 1.748], [0.998, -3.841, 1.242], [3.324, -3.143, 3.109], [1.662, -3.440, 3.637], [1.115, -1.589, 2.309]],
  "lowdin_charge": [-0.206, -0.347, 0.271, -0.199, -0.041, -0.729, 0.131, 0.094, 0.136, 0.487, -0.635, 0.055, 0.052, 0.031, 0.031, 0.030, -0.076, 0.043, 0.040, -0.076, -0.076, -0.081, -0.315, -0.083, 0.047, 0.065, 0.080, 0.112, 0.088, 0.065, -0.086, -0.320, -0.095, 0.069, 0.071, 0.078, 0.107, 0.104, 0.082, -0.098, -0.325, -0.084, 0.071, 0.068, 0.070, 0.110, 0.110, 0.066, -0.081, -0.308, -0.093, 0.077, 0.079, 0.049, 0.106, 0.111, 0.081, -0.094, -0.331, -0.082, 0.074, 0.070, 0.057, 0.107, 0.101, 0.060, -0.094, -0.320, -0.092, 0.075, 0.073, 0.070, 0.109, 0.111, 0.084, -0.092, -0.321, -0.087, 0.080, 0.069, 0.067, 0.114, 0.103, 0.076],
  "homo_ev": -4.702,
  "charge": -1
}



| no. | energy (hartree) |
| --- | --- |
| 1 | -1709.24571 |
| 2 | -2487.87328 |
| 3 | -2277.55861 |